# 1
Density functional theory data (wB97M-V/def2-TZVPD) for a structure of composition C26H95NO23Si2 at a distorted geometry.

As for the HOMO-LUMO gap: 7.70 eV. Its LUMO energy is 0.0 eV. Its HOMO energy is -0.2836 Eh.

Each line ends with the Mulliken charge.
Cartesian coordinates (Å):
1 C 1.4167 -0.1467 -1.6179  -0.905
2 C 1.1373 -1.4669 -1.1779  -0.190
3 C 0.2206 -1.7978 0.0686  0.136
4 Si 0.4621 -0.5628 1.5174  0.465
5 C 1.7337 -1.3692 2.7231  -0.934
6 C 3.1884 -0.7591 2.5861  -0.165
7 C 3.8089 -1.2779 1.2190  0.290
8 C 5.2875 -1.8506 1.3533  -0.846
9 C 6.3582 -0.9202 0.6287  -0.324
10 C 7.5296 -1.7627 -0.0641  -0.737
11 C 8.9634 -1.1460 0.1972  -0.554
12 C 9.3465 -0.0186 -0.8506  -0.586
13 C 10.8129 0.5620 -0.5869  -0.287
14 C 10.8655 2.1367 -0.7976  -1.135
15 O -0.9576 -0.2972 2.4405  -0.367
16 Si -2.2655 0.2433 1.4778  -0.096
17 C -3.3373 1.5481 2.3849  -0.139
18 C -2.5507 2.8590 2.7553  -1.211
19 N -2.2057 3.5700 1.4749  0.665
20 C -3.3636 4.3273 0.9519  -0.480
21 C -3.4994 4.1269 -0.6218  -1.086
22 C -1.0489 4.4191 1.7405  0.332
23 C 0.3894 4.0984 1.1667  -0.359
24 O -1.1478 5.4213 2.4579  -0.600
25 O -3.2192 -1.1395 1.1448  -0.126
26 C -4.6195 -0.8613 0.9553  -0.904
27 C -5.3246 -2.2274 0.4938  1.073
28 C -4.2930 -3.2110 -0.1658  -1.479
29 C -6.6447 -1.9599 -0.3244  -1.305
30 C -6.5808 -2.2470 -1.8719  1.518
31 C -6.1695 -0.9647 -2.7340  -1.440
32 C -8.0978 -2.5566 -2.3176  -1.420
33 H 2.4755 0.2216 -1.5249  0.197
34 H 0.6049 0.4961 -2.0609  0.225
35 H 1.5931 -2.3583 -1.6991  0.342
36 H 0.5476 -2.8146 0.4409  0.147
37 H -0.8412 -1.8499 -0.3123  0.209
38 H 1.1062 0.6551 1.0103  -0.201
39 H 1.7399 -2.4762 2.5158  0.349
40 H 1.3406 -1.2180 3.7703  0.366
41 H 3.8295 -1.1648 3.4143  0.551
42 H 3.1240 0.3589 2.6693  -0.193
43 H 3.8428 -0.3977 0.5115  0.046
44 H 3.1282 -2.0366 0.7262  -0.010
45 H 5.6068 -1.9321 2.4366  0.069
46 H 5.2925 -2.9000 0.9500  0.450
47 H 5.8785 -0.2724 -0.1744  0.148
48 H 6.8030 -0.2454 1.4157  0.231
49 H 7.3920 -1.8197 -1.1809  0.218
50 H 7.4853 -2.7912 0.3847  0.438
51 H 9.7117 -1.9882 0.0808  0.331
52 H 9.0355 -0.7082 1.2307  0.315
53 H 8.6335 0.8498 -0.7886  0.289
54 H 9.3809 -0.4737 -1.8853  0.216
55 H 11.5403 0.1144 -1.3213  0.335
56 H 11.1061 0.3751 0.4856  0.209
57 H 11.9143 2.4696 -1.0691  0.338
58 H 10.6243 2.6646 0.1709  0.275
59 H 10.1965 2.4636 -1.6394  0.303
60 H -1.8169 0.8401 0.2002  0.013
61 H -4.1883 1.8141 1.6921  0.204
62 H -3.8347 1.0761 3.2883  0.463
63 H -3.1749 3.5900 3.3581  0.234
64 H -1.6224 2.6249 3.3567  0.444
65 H -3.3533 5.4235 1.2406  0.440
66 H -4.3280 3.9283 1.3919  -0.002
67 H -2.7384 4.7739 -1.1451  0.317
68 H -3.3548 3.0315 -0.8410  0.190
69 H -4.5114 4.4690 -0.9785  0.406
70 H 0.6103 2.9968 1.1783  -0.241
71 H 1.1049 4.5903 1.8900  0.324
72 H 0.5577 4.5704 0.1658  0.133
73 H -4.8288 -0.0131 0.2379  0.410
74 H -5.0480 -0.6249 1.9791  0.175
75 H -5.6436 -2.7185 1.4662  0.242
76 H -3.7848 -2.8287 -1.0830  0.278
77 H -4.8659 -4.1559 -0.4251  0.386
78 H -3.4791 -3.5571 0.5413  0.336
79 H -6.8896 -0.8560 -0.2078  0.300
80 H -7.5440 -2.4910 0.1147  0.337
81 H -6.0055 -3.1564 -2.1749  -0.195
82 H -5.0637 -0.7819 -2.7467  0.228
83 H -6.7557 -0.0697 -2.3596  0.310
84 H -6.5595 -1.1386 -3.7821  0.402
85 H -8.8065 -1.8875 -1.7627  0.348
86 H -8.2908 -3.6189 -1.9738  0.193
87 H -8.2035 -2.5360 -3.4307  0.368
88 O 2.2101 5.9291 -0.5223  -0.621
89 H 3.1262 6.0486 -0.2347  0.302
90 H 1.7274 6.6259 -0.0611  0.339
91 O 3.2001 -3.2836 4.7402  -0.642
92 H 2.5548 -3.9969 4.6508  0.274
93 H 2.9050 -2.7965 5.5184  0.288
94 O 10.0960 -1.6304 3.2919  -0.579
95 H 10.4755 -1.2346 4.0850  0.282
96 H 9.7463 -2.4762 3.5962  0.296
97 O -6.2520 2.8135 2.8097  -0.591
98 H -6.3888 2.0004 3.3094  0.286
99 H -6.0940 3.4826 3.4889  0.311
100 O -3.5019 -3.6858 -3.0209  -0.512
101 H -2.6739 -3.5076 -3.4831  0.296
102 H -4.1035 -3.9865 -3.7202  0.257
103 O -5.8462 -4.0923 -4.6707  -0.626
104 H -6.2851 -3.8212 -5.4839  0.261
105 H -6.3839 -4.8303 -4.3514  0.314
106 O 6.0769 -3.7342 4.8904  -0.644
107 H 6.3665 -4.3439 4.2026  0.318
108 H 5.1935 -3.4567 4.6030  0.333
109 O 5.0568 -0.0687 -2.4191  -0.569
110 H 5.8845 0.0845 -2.8904  0.265
111 H 4.4400 -0.3362 -3.1114  0.299
112 O -8.2808 -5.1111 -4.1249  -0.618
113 H -9.2100 -5.1918 -4.3672  0.275
114 H -8.2755 -5.2588 -3.1716  0.306
115 O 5.3097 5.9151 -1.3345  -0.630
116 H 6.1342 6.0321 -1.8198  0.300
117 H 4.6749 5.6534 -2.0129  0.317
118 O 4.2284 1.8610 4.7858  -0.642
119 H 4.6829 1.1466 4.3236  0.365
120 H 3.4729 2.0608 4.2216  0.321
121 O -1.0613 -4.6840 -0.6751  -0.603
122 H -2.0050 -4.7054 -0.8837  0.313
123 H -1.0257 -4.8768 0.2683  0.296
124 O -7.5358 5.4481 4.0324  -0.635
125 H -6.7722 6.0356 4.0450  0.312
126 H -7.6847 5.2816 3.0944  0.317
127 O -8.5389 -8.0114 -3.7023  -0.626
128 H -7.7032 -7.8456 -4.1537  0.321
129 H -9.1247 -8.3240 -4.4012  0.309
130 O -3.6382 2.9193 -3.9354  -0.614
131 H -2.7330 3.0526 -3.6317  0.296
132 H -4.1416 3.6009 -3.4750  0.326
133 O 1.5470 -2.7616 -4.5193  -0.653
134 H 1.4002 -3.5781 -4.0276  0.325
135 H 1.7273 -2.1045 -3.8348  0.357
136 O 2.0488 6.1113 -3.8914  -0.651
137 H 1.1054 6.0930 -4.0906  0.306
138 H 2.0895 5.9481 -2.9386  0.325
139 O 1.5764 3.9561 -6.4267  -0.632
140 H 0.6594 3.6828 -6.3105  0.308
141 H 1.7426 4.5525 -5.6855  0.333
142 O 0.8547 -5.4634 3.9833  -0.603
143 H 0.7927 -5.8465 3.1006  0.295
144 H -0.0624 -5.3818 4.2703  0.310
145 O -7.9622 7.5020 2.2862  -0.661
146 H -8.8744 7.2096 2.3969  0.334
147 H -7.8155 8.0937 3.0330  0.325



# 2
Density functional theory data (wB97M-V/def2-TZVPD) for a structure of composition C27H12BF15 at a distorted geometry.

As for the HOMO-LUMO gap: 7.40 eV. Its LUMO energy is -2.1 eV. Its HOMO energy is -0.3473 Eh. As for the relative energy (zero: lowest compared OMol25 entry of this formula, charge and spin): 178.2 kJ/mol.

Each line ends with the Mulliken charge.
Cartesian coordinates (Å):
1 C -0.7472 -3.0826 0.1442  -2.198
2 C 0.0794 -1.9636 0.8332  2.662
3 C -0.5149 -1.6182 2.2573  -1.369
4 C 1.5404 -2.3843 0.9248  0.469
5 C 2.4023 -1.8317 1.9367  -0.414
6 C 3.7603 -2.1952 2.0125  -0.823
7 C 4.2566 -3.2175 1.1921  -0.361
8 C 3.3862 -3.9737 0.3898  -0.787
9 C 2.0394 -3.5598 0.2665  -0.411
10 H -0.4782 -3.1752 -0.9175  0.453
11 H -0.6981 -4.0856 0.6500  0.485
12 H -1.8039 -2.8136 0.0623  0.325
13 H -0.2699 -0.5441 2.4892  0.365
14 H -1.6113 -1.6907 2.2383  0.365
15 H -0.1156 -2.2842 3.0860  0.375
16 H 1.9905 -1.0889 2.6435  0.314
17 H 4.4218 -1.5880 2.6477  0.355
18 H 5.3319 -3.4431 1.2047  0.379
19 H 3.7673 -4.7837 -0.2433  0.354
20 H 1.3884 -4.1531 -0.3777  0.382
21 F 0.6026 4.6410 3.7674  -0.287
22 C 0.2546 3.6079 2.9734  0.502
23 C -1.0413 3.4854 2.4945  0.167
24 F -1.9720 4.3730 2.8959  -0.309
25 C -1.3907 2.4863 1.5749  -0.544
26 F -2.7218 2.4703 1.2840  -0.340
27 C -0.4460 1.5779 1.0478  0.465
28 B -0.6450 0.4754 -0.1461  0.950
29 C -2.1350 0.7446 -0.8472  0.314
30 C -3.1857 -0.1128 -0.5449  0.023
31 F -3.0957 -0.9373 0.5636  -0.346
32 C -4.4540 -0.0889 -1.1486  -0.041
33 F -5.3789 -1.0068 -0.8327  -0.315
34 C -4.8025 0.9313 -2.0208  0.693
35 F -6.0271 0.9966 -2.5747  -0.295
36 C -3.8350 1.8874 -2.2949  -0.038
37 F -4.1853 2.9477 -3.0531  -0.297
38 C -2.5420 1.7835 -1.7271  -0.055
39 F -1.7376 2.8487 -1.9640  -0.383
40 C 0.3574 0.8757 -1.3977  0.837
41 C 0.5335 -0.0877 -2.3959  -0.784
42 F -0.1239 -1.2956 -2.3551  -0.388
43 C 1.3515 0.0959 -3.5085  0.281
44 F 1.5826 -0.9128 -4.3643  -0.312
45 C 1.9812 1.3103 -3.7408  0.492
46 F 2.7472 1.5081 -4.8281  -0.295
47 C 1.7920 2.3291 -2.8282  0.273
48 F 2.4366 3.5046 -3.0161  -0.303
49 C 0.9720 2.1188 -1.7066  -0.053
50 F 0.7769 3.2520 -0.9724  -0.423
51 H -0.2665 -0.7699 0.3065  -0.152
52 C 0.8668 1.7909 1.5134  0.447
53 F 1.9263 1.1370 0.9159  -0.421
54 C 1.2164 2.7231 2.4937  0.332
55 F 2.4627 2.7861 2.9968  -0.316



# 3
Density functional theory data (wB97M-V/def2-TZVPD) for a cluster of 18 separate species, C27H13BCl68N2O4P2 in total at a distorted geometry.

As for the HOMO-LUMO gap: 8.12 eV. Its LUMO energy is -0.7 eV. Its HOMO energy is -0.3240 Eh.

Each line ends with the Mulliken charge.
Cartesian coordinates (Å):
1 C 4.2576 -0.5737 3.2781  -0.415
2 O 3.4195 0.0518 2.2874  -0.181
3 B 3.1268 -0.8708 1.2974  0.318
4 O 3.6940 -0.7223 0.0888  -0.444
5 C 2.1285 -2.0536 1.5486  -0.017
6 C 0.8919 -1.7313 1.8229  -0.556
7 C -0.0655 -2.6726 2.0645  0.073
8 N -1.3452 -2.2910 2.3820  -0.599
9 C -2.1590 -3.2640 2.6364  0.421
10 P -3.8885 -2.8095 3.1219  0.200
11 C -3.9747 -3.5643 4.7770  -1.097
12 O -4.8402 -3.7908 2.2419  -0.522
13 C -1.7881 -4.6003 2.5496  -0.568
14 N -0.6000 -4.9752 2.2434  -0.248
15 C 0.2991 -3.9753 2.0133  0.490
16 C 1.5798 -4.3100 1.7409  -0.827
17 C 2.4942 -3.3990 1.5242  -0.004
18 P 4.1734 -3.9535 1.1979  0.682
19 O 4.2452 -4.9249 0.0936  -0.542
20 H 3.7652 -1.4342 3.7165  0.289
21 H 4.4879 0.1468 4.0382  -0.006
22 H 5.1592 -0.9394 2.8070  0.287
23 H 4.3121 0.0221 0.1151  0.317
24 H 0.6177 -0.6937 1.8660  0.526
25 H -3.2635 -3.0051 5.3582  0.335
26 H -3.6183 -4.5844 4.7496  0.339
27 H -4.9755 -3.4972 5.1784  0.354
28 H -5.2460 -3.2185 1.5806  0.340
29 H -2.5223 -5.3575 2.7567  0.515
30 H 1.8266 -5.3551 1.7335  0.431
31 H 4.6329 -4.5023 2.4118  0.098
32 H 4.9587 -2.8184 0.9367  0.112
33 C 8.1014 -5.8218 1.7184  0.254
34 Cl 7.1445 -7.2574 2.0912  -0.085
35 Cl 8.3321 -4.8690 3.1915  -0.036
36 Cl 9.6773 -6.3089 1.0861  -0.115
37 Cl 7.2492 -4.8518 0.5221  -0.056
38 C 4.3535 1.9628 7.2036  0.322
39 Cl 2.6567 1.7914 6.7554  -0.024
40 Cl 5.0811 3.2562 6.2491  -0.103
41 Cl 4.4766 2.3524 8.9201  -0.107
42 Cl 5.2094 0.4466 6.8878  -0.104
43 C -2.1829 1.4227 -3.7275  0.078
44 Cl -1.5547 -0.0286 -2.9446  -0.043
45 Cl -3.1395 2.3787 -2.5879  0.042
46 Cl -0.8456 2.4258 -4.2786  0.064
47 Cl -3.1851 0.9621 -5.1051  -0.117
48 C -5.0549 5.7543 -2.9659  0.166
49 Cl -4.7959 5.1251 -1.3349  -0.045
50 Cl -6.3242 6.9816 -2.9176  -0.090
51 Cl -3.5594 6.4601 -3.5838  0.011
52 Cl -5.5491 4.4361 -4.0331  -0.072
53 C 1.4671 -5.9833 -2.6503  0.206
54 Cl 2.8410 -5.5512 -3.6823  -0.040
55 Cl -0.0384 -5.9061 -3.5783  -0.130
56 Cl 1.7130 -7.6396 -2.0910  -0.080
57 Cl 1.3671 -4.9144 -1.2495  0.055
58 C 11.1656 -3.2960 5.5075  0.360
59 Cl 12.0978 -4.7932 5.5152  -0.092
60 Cl 12.0553 -2.0401 6.3713  -0.099
61 Cl 10.8855 -2.7872 3.8426  -0.077
62 Cl 9.6110 -3.5682 6.3057  -0.102
63 C -0.1140 -9.4020 0.9928  0.250
64 Cl 1.4705 -10.1715 1.1383  -0.104
65 Cl -1.2193 -10.1017 2.1823  -0.124
66 Cl 0.0223 -7.6711 1.2847  0.042
67 Cl -0.7550 -9.6718 -0.6281  -0.093
68 C 2.4997 2.3061 -6.9301  0.190
69 Cl 1.7460 3.3637 -5.7379  -0.048
70 Cl 4.0001 3.0301 -7.5108  -0.104
71 Cl 2.8462 0.7506 -6.1741  -0.064
72 Cl 1.3798 2.0380 -8.2614  0.017
73 C -7.1559 2.1454 0.8821  0.196
74 Cl -7.8291 0.5495 0.5440  -0.121
75 Cl -5.5555 1.9758 1.6299  -0.054
76 Cl -7.0061 3.0410 -0.6275  0.075
77 Cl -8.2317 3.0115 1.9781  -0.068
78 C -1.3962 5.1515 -10.4911  0.316
79 Cl -1.0481 5.0050 -8.7680  -0.026
80 Cl -2.8859 6.0739 -10.7105  -0.105
81 Cl -0.0632 5.9832 -11.2938  -0.097
82 Cl -1.5945 3.5411 -11.1991  -0.082
83 C 0.3852 3.4222 3.5710  0.131
84 Cl 1.0263 4.9864 3.0574  -0.118
85 Cl 1.5656 2.1610 3.2258  0.064
86 Cl 0.0384 3.4773 5.3049  0.006
87 Cl -1.1088 3.0798 2.6933  -0.059
88 C -0.4643 -1.0439 -10.6722  0.301
89 Cl -1.7813 -1.6350 -11.6855  -0.104
90 Cl -0.4251 -1.9325 -9.1439  -0.072
91 Cl 1.0711 -1.2405 -11.5175  -0.112
92 Cl -0.6710 0.6643 -10.2843  -0.028
93 C 0.2800 8.3955 -3.6328  0.348
94 Cl 1.5702 7.4581 -2.8779  -0.098
95 Cl 0.9795 9.6056 -4.7089  -0.103
96 Cl -0.7612 7.3132 -4.5640  -0.036
97 Cl -0.6788 9.1943 -2.3855  -0.106
98 C -2.4947 5.1049 8.2252  0.269
99 Cl -3.1258 5.3051 9.8613  -0.101
100 Cl -1.1836 3.9210 8.2392  -0.078
101 Cl -3.7820 4.5450 7.1611  -0.008
102 Cl -1.8789 6.6525 7.6379  -0.094
103 C -10.7510 4.8060 -0.9147  0.257
104 Cl -11.0686 5.1415 0.7895  -0.083
105 Cl -10.8387 3.0663 -1.2025  -0.085
106 Cl -11.9632 5.6295 -1.9002  -0.109
107 Cl -9.1440 5.3922 -1.3513  0.004
108 C 4.1364 -3.8785 -7.3127  0.265
109 Cl 2.5431 -3.3347 -7.8338  -0.019
110 Cl 5.3552 -3.0152 -8.2567  -0.107
111 Cl 4.3444 -3.5179 -5.5946  -0.064
112 Cl 4.3131 -5.6160 -7.5674  -0.096
113 C -6.9815 6.8991 6.2651  0.355
114 Cl -5.5669 7.3829 7.2005  -0.066
115 Cl -7.2671 8.0756 4.9814  -0.104
116 Cl -6.7113 5.3045 5.5443  -0.087
117 Cl -8.3912 6.8277 7.3240  -0.101